No. 1
# C37H52AsBN10OSScSi2

A structure of composition C37H52AsBN10OSScSi2 at a distorted geometry (ωB97M-V/def2-TZVPD, the OMol25 dataset).

Each line ends with the Löwdin charge.
CARTESIAN COORDINATES (ANGSTROEM)
Sc  -0.021002  1.891069  -0.081992  0.67
B  -0.360861  4.844391  -0.122681  -0.46
N  -1.179572  4.353281  1.100008  -0.09
C  -1.972381  5.048131  1.915514  -0.06
C  -2.568649  4.168170  2.805753  -0.04
C  -2.073704  2.922256  2.442590  -0.13
N  -1.230999  3.041031  1.410337  -0.05
N  -1.147307  4.391880  -1.371871  -0.09
C  -1.812922  5.114769  -2.272920  -0.05
C  -2.465772  4.246635  -3.132213  -0.04
C  -2.129452  2.982084  -2.664164  -0.13
N  -1.323168  3.074103  -1.599409  -0.04
H  -0.251683  6.030146  -0.100388  0.09
H  0.711688  4.250298  -0.135616  0.05
H  -2.065608  6.117604  1.826741  0.14
H  -3.258620  4.397475  3.598258  0.10
H  -2.288592  1.961869  2.882213  0.10
H  -1.795817  6.191591  -2.246566  0.13
H  -3.094704  4.492561  -3.969337  0.10
H  -2.454846  2.029866  -3.045949  0.10
C  -7.248458  -10.160497  0.775941  -0.07
O  -6.812344  -9.476197  -0.388159  -0.06
C  -6.126873  -8.330172  -0.233071  -0.28
C  -5.765292  -7.672312  -1.414144  0.02
C  -5.050452  -6.501232  -1.367329  -0.01
C  -4.674604  -5.945063  -0.137349  -0.16
C  -5.046548  -6.601182  1.031738  -0.02
C  -5.767067  -7.783336  0.995121  -0.01
C  -3.900123  -4.712609  -0.128121  -0.24
N  -3.509275  -4.060311  -1.203340  0.19
C  -2.814001  -2.980934  -0.751270  -0.17
C  -2.772812  -2.966169  0.632437  -0.12
N  -3.465713  -4.086042  1.013248  0.19
C  -2.059330  -1.986707  1.370329  -0.06
C  -1.895288  -1.973647  2.765130  0.03
C  -1.128473  -0.994233  3.345099  -0.03
C  -0.543774  -0.023254  2.531784  -0.16
N  -0.702264  0.002430  1.219004  0.04
C  -1.434821  -0.961180  0.625501  -0.13
C  -1.510798  -0.935644  -0.816527  -0.13
N  -0.895715  0.087963  -1.457235  0.05
C  -0.909750  0.087446  -2.780498  -0.18
C  -1.519720  -0.906055  -3.549593  -0.01
C  -2.162653  -1.938656  -2.915323  0.04
C  -2.171550  -1.961537  -1.515358  -0.06
H  -7.812596  -11.017904  0.422476  0.10
H  -7.894797  -9.526209  1.387092  0.10
H  -6.401721  -10.506880  1.373458  0.10
H  -6.067211  -8.113682  -2.354498  0.13
H  -4.764044  -5.985138  -2.272727  0.11
H  -4.777905  -6.198395  2.001326  0.11
H  -6.040876  -8.265933  1.922510  0.11
H  -3.672568  -4.376776  1.951341  0.15
H  -2.358337  -2.739582  3.374603  0.12
H  -0.966532  -0.973273  4.413371  0.12
H  0.086291  0.754192  2.948391  0.09
H  -0.410178  0.913029  -3.264622  0.04
H  -1.484006  -0.842774  -4.627955  0.12
H  -2.657778  -2.735548  -3.454325  0.13
C  2.880458  2.503467  4.662923  -0.22
Si  2.616887  3.390004  3.004502  0.25
C  1.251413  4.664181  3.301787  -0.21
C  4.218037  4.325778  2.613413  -0.23
As  2.253768  2.023208  1.108288  0.70
Si  3.307641  0.055363  1.803290  0.23
C  3.176670  -1.121767  0.318088  -0.23
C  5.134406  0.489833  2.074420  -0.23
C  2.724943  -0.918443  3.327475  -0.20
H  3.104761  3.244477  5.433103  0.03
H  3.718480  1.805186  4.619792  0.01
H  1.993855  1.951318  4.983238  0.02
H  1.561507  5.364478  4.080580  0.04
H  0.319218  4.194353  3.624372  0.02
H  1.048693  5.237371  2.396169  0.02
H  4.510023  5.005822  3.416661  0.03
H  4.096201  4.908248  1.697234  0.02
H  5.034348  3.618703  2.448175  0.01
H  3.465405  -0.593480  -0.594670  0.00
H  2.149912  -1.476536  0.187344  0.01
H  3.824664  -1.993573  0.431937  0.03
H  5.496064  1.081741  1.231161  0.02
H  5.766708  -0.393951  2.177956  0.03
H  5.253921  1.096174  2.975521  0.01
H  1.738257  -1.362570  3.175790  0.00
H  2.680698  -0.286302  4.216107  0.01
H  3.427312  -1.729404  3.531384  0.04
C  3.887216  3.901691  -2.136147  -0.09
N  4.147368  2.850171  -3.110232  -0.21
C  4.847467  3.299910  -4.309680  -0.05
C  3.333858  1.767912  -3.148824  -0.71
S  1.830117  1.775308  -2.386938  0.68
N  3.770826  0.682496  -3.819220  -0.20
C  5.190983  0.404285  -3.998118  -0.04
C  2.893773  -0.451916  -4.052905  -0.08
H  4.787300  4.509633  -2.048718  0.10
H  3.654641  3.466370  -1.166479  0.02
H  3.052649  4.541417  -2.438855  0.09
H  4.406617  4.240819  -4.649003  0.10
H  4.749195  2.574634  -5.112235  0.08
H  5.905486  3.470008  -4.104098  0.10
H  5.793733  1.172679  -3.525892  0.08
H  5.448418  0.341262  -5.056971  0.10
H  5.428880  -0.552325  -3.528578  0.10
H  1.927800  -0.110314  -4.416335  0.07
H  2.730875  -1.030460  -3.139026  0.09
H  3.352482  -1.092473  -4.804499  0.09

Cartesian forces, eV/Å:
Sc -0.474 -0.482 -0.280
B -0.133 -0.359 -0.056
N -0.063 0.329 0.121
C -0.081 -0.093 0.146
C -0.006 -0.022 -0.024
C -0.046 -0.032 0.050
N 0.149 -0.122 -0.302
N -0.006 0.357 -0.211
C -0.114 -0.055 -0.055
C 0.004 -0.053 -0.009
C -0.095 0.027 -0.008
N 0.268 -0.043 0.206
H 0.116 0.094 0.008
H -0.031 -0.218 0.093
H 0.070 -0.008 -0.048
H 0.010 0.002 -0.004
H 0.026 -0.018 -0.057
H 0.051 -0.014 0.049
H 0.005 0.002 0.010
H 0.027 -0.023 0.048
C -0.009 -0.034 0.039
O -0.081 -0.063 -0.012
C 0.110 0.156 -0.052
C -0.053 -0.089 -0.017
C 0.057 0.108 0.130
C -0.135 -0.236 0.090
C 0.085 0.163 -0.138
C -0.076 -0.110 0.104
C 0.214 0.289 -0.105
N -0.109 -0.142 -0.133
C -0.034 -0.044 0.540
C 0.039 -0.062 -0.514
N -0.123 -0.076 0.075
C 0.166 0.208 0.071
C 0.031 0.078 -0.036
C -0.126 -0.160 -0.004
C 0.104 0.159 0.041
N 0.052 0.504 -0.117
C -0.094 -0.252 0.184
C -0.093 -0.109 -0.276
N 0.065 0.117 0.178
C 0.069 0.060 -0.027
C -0.101 -0.139 0.046
C 0.046 0.083 -0.021
C 0.103 0.177 0.107
H 0.000 0.004 0.011
H -0.001 -0.008 -0.016
H 0.005 0.022 -0.017
H 0.026 0.018 -0.009
H -0.022 -0.041 -0.041
H -0.012 -0.036 0.023
H 0.018 0.006 -0.033
H 0.016 -0.027 0.028
H 0.014 0.001 0.013
H 0.029 0.039 -0.007
H -0.004 0.014 -0.028
H 0.051 -0.001 -0.005
H 0.015 0.023 0.002
H -0.006 0.018 -0.019
C -0.079 -0.131 -0.402
Si 0.194 0.483 0.257
C 0.101 -0.278 -0.229
C -0.242 -0.210 -0.011
As 0.434 0.029 0.935
Si 0.425 -0.465 -0.302
C 0.000 0.233 0.151
C -0.369 0.081 -0.026
C -0.161 0.382 -0.174
H 0.005 0.072 -0.046
H -0.016 0.004 0.041
H -0.001 -0.001 -0.012
H 0.068 -0.030 0.018
H 0.000 0.000 -0.025
H -0.003 0.029 0.007
H -0.043 -0.014 0.040
H -0.001 -0.002 0.009
H 0.007 0.025 -0.002
H -0.015 -0.014 -0.003
H -0.002 0.009 -0.008
H -0.002 -0.009 0.050
H 0.024 -0.023 0.004
H -0.062 -0.061 0.012
H 0.042 -0.010 -0.013
H 0.051 -0.012 -0.013
H -0.008 -0.037 0.001
H 0.053 0.002 -0.074
C -0.029 0.078 0.069
N -0.154 0.007 -0.053
C 0.037 0.055 -0.048
C 0.319 0.058 0.281
S -0.494 -0.070 -0.179
N -0.015 0.051 0.018
C 0.090 -0.073 0.003
C -0.103 -0.047 0.021
H 0.012 -0.022 -0.009
H 0.008 -0.003 -0.009
H 0.016 -0.019 -0.059
H -0.004 -0.001 0.035
H 0.000 0.046 0.028
H -0.003 -0.014 -0.024
H -0.012 -0.053 0.015
H 0.026 0.015 0.013
H -0.043 -0.009 -0.007
H -0.006 0.005 -0.010
H 0.027 0.021 0.000
H 0.017 0.036 -0.002

Its lowest unoccupied orbital energy is -3.176 eV. The HOMO energy is -0.332 hartree. Its charge is +1. The value obtained for the relative energy (zero: lowest compared OMol25 entry of this formula, charge and spin) is 16.70 kcal/mol. The HOMO-LUMO gap comes out at 0.2156 Eh. Its multiplicity is 1.

---

No. 2
# C37H52BrOPtSbSi3

A structure of composition C37H52BrOPtSbSi3 at a distorted geometry (ωB97M-V/def2-TZVPD, the OMol25 dataset).

Each line ends with the Löwdin charge.
CARTESIAN COORDINATES (ANGSTROEM)
Pt  0.899359  -0.750871  -0.181075  0.92
C  0.806997  -0.211956  3.262149  -0.09
O  0.523765  -0.988985  2.098979  -0.44
Si  -0.452335  -2.395998  2.084760  0.37
C  0.204256  -3.657561  3.276007  -0.13
C  -2.189686  -1.964388  2.579674  -0.12
C  -0.179448  -2.745030  0.258894  -0.43
Si  1.398383  -3.745470  -0.104615  0.40
C  2.854435  -3.288629  1.007166  -0.17
C  0.937115  -5.535875  0.232536  -0.13
C  1.967835  -3.648045  -1.892203  -0.17
Si  -1.672884  -2.925190  -0.920016  0.43
C  -2.422951  -4.592461  -0.479492  -0.15
C  -1.197297  -2.871997  -2.726083  -0.16
C  -2.918313  -1.562333  -0.602207  -0.17
H  1.348222  -0.811873  3.993158  0.10
H  -0.121680  0.162509  3.698411  0.10
H  1.417612  0.642205  2.968341  0.07
H  0.123956  -3.270411  4.293592  0.05
H  1.232392  -3.968270  3.108219  0.03
H  -0.429630  -4.545589  3.236572  0.06
H  -2.301326  -2.070192  3.659492  0.06
H  -2.915432  -2.635553  2.119433  0.05
H  -2.464621  -0.944860  2.312026  0.02
H  3.243163  -4.187546  1.485688  0.05
H  2.621744  -2.574887  1.796486  0.01
H  3.664016  -2.868872  0.409437  0.03
H  0.761778  -5.734576  1.287451  0.04
H  1.788055  -6.141260  -0.087472  0.06
H  0.068269  -5.862214  -0.332078  0.03
H  1.850773  -2.676242  -2.371071  0.01
H  1.447187  -4.377311  -2.509498  0.04
H  3.028341  -3.903357  -1.920457  0.05
H  -2.007430  -5.390488  -1.090175  0.04
H  -3.494023  -4.541948  -0.680676  0.05
H  -2.297388  -4.869687  0.566056  0.04
H  -0.746035  -3.798167  -3.072531  0.03
H  -0.521448  -2.053505  -2.968909  0.01
H  -2.109603  -2.714722  -3.304479  0.05
H  -3.802784  -1.932861  -0.085103  0.05
H  -3.241509  -1.107886  -1.537933  0.04
H  -2.492070  -0.776520  0.015653  -0.03
Br  7.356146  0.480620  -0.753519  1.01
C  5.555781  0.244944  -0.601896  -0.66
C  4.771444  0.061717  -1.768253  -0.07
C  3.421916  -0.108059  -1.650859  -0.07
C  2.780889  -0.150996  -0.374359  -0.30
C  3.598094  0.083452  0.776498  -0.10
C  4.947188  0.259250  0.679086  -0.07
H  5.262546  0.057156  -2.731086  0.12
H  2.824281  -0.241020  -2.541182  0.10
H  3.125335  0.088016  1.753931  0.10
H  5.568634  0.405240  1.550763  0.12
C  0.303352  0.706703  -3.046468  -0.08
C  -1.143852  1.106328  -2.984096  -0.30
C  -1.936408  1.043520  -4.123010  -0.03
C  -3.265113  1.440102  -4.091097  -0.04
C  -3.815790  1.918102  -2.913347  -0.05
C  -3.040074  1.977839  -1.764847  -0.13
C  -1.713645  1.562756  -1.786236  -0.33
Sb  -0.509336  1.650258  -0.047004  1.64
C  -1.767237  2.127093  1.570717  -0.32
C  -3.033577  1.537407  1.613340  -0.16
C  -3.923392  1.852769  2.625501  -0.06
C  -3.543085  2.753561  3.607053  -0.04
C  -2.276072  3.309097  3.586894  -0.03
C  -1.355109  3.002427  2.587665  -0.30
C  0.011150  3.621572  2.665563  -0.05
C  0.764477  3.277522  -0.465981  -0.33
C  2.134799  3.096105  -0.302648  -0.14
C  3.030267  4.106744  -0.606499  -0.06
C  2.545472  5.317436  -1.076896  -0.05
C  1.182632  5.509010  -1.218017  -0.02
C  0.262462  4.508094  -0.911849  -0.28
C  -1.200889  4.804360  -1.063652  -0.04
H  0.578345  0.254980  -3.997041  0.10
H  0.467863  -0.044564  -2.241796  -0.02
H  0.971178  1.546323  -2.836255  0.09
H  -1.505264  0.686627  -5.050009  0.12
H  -3.864380  1.385107  -4.988933  0.12
H  -4.845274  2.246461  -2.886791  0.12
H  -3.482958  2.369923  -0.857152  0.10
H  -3.340604  0.837365  0.850011  0.07
H  -4.904745  1.400062  2.645976  0.12
H  -4.229517  3.015318  4.400265  0.12
H  -1.983430  3.991960  4.373850  0.12
H  0.250344  3.862978  3.699469  0.09
H  0.072091  4.543028  2.085249  0.10
H  0.794718  2.959427  2.295657  0.05
H  2.511388  2.157484  0.087878  0.05
H  4.091796  3.959077  -0.466755  0.11
H  3.227636  6.120513  -1.316872  0.12
H  0.814504  6.466851  -1.562121  0.13
H  -1.382704  5.871506  -0.946694  0.09
H  -1.809413  4.289748  -0.317937  0.06
H  -1.564640  4.509576  -2.048343  0.09

Cartesian forces, eV/Å:
Pt -0.888 0.627 0.523
C -0.129 0.177 0.013
O 0.072 -0.214 0.021
Si -0.055 0.021 -0.094
C -0.012 0.032 -0.069
C 0.089 0.041 0.051
C 0.020 -0.210 -0.158
Si 0.097 -0.237 -0.132
C -0.058 0.077 -0.003
C 0.033 0.066 0.004
C -0.016 0.010 0.048
Si 0.124 -0.041 0.098
C -0.021 0.104 -0.039
C -0.054 -0.014 0.074
C 0.011 0.042 0.031
H 0.035 0.000 0.029
H 0.024 0.000 0.030
H -0.021 -0.010 0.042
H 0.001 0.031 0.055
H 0.042 -0.001 -0.030
H -0.036 -0.053 0.000
H -0.003 0.019 0.061
H -0.006 -0.067 -0.027
H -0.003 0.022 -0.010
H 0.030 -0.084 0.022
H -0.025 0.019 0.027
H 0.052 0.024 -0.040
H -0.023 0.000 0.076
H 0.061 -0.035 0.005
H -0.055 -0.009 -0.053
H -0.008 0.084 0.013
H -0.059 -0.051 -0.051
H 0.067 -0.029 -0.013
H 0.046 -0.063 -0.048
H -0.061 -0.025 -0.028
H 0.002 0.008 0.086
H 0.069 -0.076 -0.016
H 0.051 0.081 -0.012
H -0.044 -0.017 -0.035
H -0.043 -0.041 0.028
H -0.017 0.033 -0.080
H 0.049 0.085 0.020
Br 0.217 0.022 -0.011
C -0.352 -0.043 0.054
C -0.074 0.030 0.000
C 0.046 0.062 0.012
C 0.695 -0.190 -0.061
C 0.023 -0.093 0.147
C -0.072 0.031 -0.035
H -0.033 0.001 -0.054
H 0.036 -0.037 -0.088
H 0.126 -0.027 -0.077
H -0.019 0.009 0.068
C -0.138 -0.066 0.257
C 0.064 0.043 0.107
C 0.008 -0.005 -0.015
C -0.002 0.005 0.026
C -0.009 -0.009 -0.024
C -0.057 0.031 0.113
C -0.115 0.032 -0.161
Sb 0.188 -0.264 -0.382
C -0.036 0.038 0.232
C 0.036 0.118 -0.041
C -0.008 -0.032 -0.016
C -0.044 0.006 0.041
C 0.025 -0.030 0.013
C -0.081 -0.085 -0.029
C 0.095 -0.001 0.005
C 0.052 0.240 -0.029
C 0.006 -0.107 0.007
C -0.027 0.001 0.005
C 0.041 -0.008 0.015
C 0.001 0.015 0.012
C 0.062 -0.086 0.027
C -0.094 0.011 0.034
H -0.028 -0.017 -0.021
H 0.202 -0.086 -0.305
H 0.008 0.010 -0.046
H 0.016 0.001 -0.008
H -0.018 -0.001 -0.024
H -0.025 0.011 0.015
H 0.012 -0.021 -0.007
H -0.045 -0.005 -0.076
H -0.023 -0.018 -0.012
H -0.021 0.003 0.014
H 0.022 0.023 0.016
H 0.001 0.041 0.011
H 0.002 0.031 -0.029
H 0.015 -0.028 -0.014
H -0.038 0.122 -0.029
H 0.053 -0.015 0.008
H 0.027 0.028 -0.015
H -0.023 0.021 -0.012
H -0.006 -0.002 -0.024
H -0.011 -0.020 0.031
H -0.018 -0.016 -0.039

Its lowest unoccupied orbital energy (alpha / beta) is -5.356 / -9.299 eV. The HOMO energy (alpha / beta) is -0.473 / -0.513 hartree. Its charge is +2. The HOMO-LUMO gap (alpha / beta) comes out at 0.2762 / 0.1714 Eh. Its multiplicity is 5.

---

The lowest charge belongs to which entry? C37H52AsBN10OSScSi2

---

Among the records above, which one has the highest charge? C37H52BrOPtSbSi3